119
Properties=species:S:1:pos:R:3:forces:R:3 method="wB97M-V/def2-TZVPD" e_homo_ev=-10.156 molar_mass_g_mol=778.0 total_charge=+1 e_tot_ev=-82791.5407 homo_lumo_gap_ha=0.26680 lumo_energy_ev=-2.90
Sc -1.379156 -1.722532 -2.197289 -0.11 -0.08 -0.27
C -4.639626 -1.767763 -1.215249 0.07 0.03 0.07
O -3.262342 -1.397819 -1.065536 -0.11 0.01 -0.07
C -2.964034 -0.657890 0.105529 -0.02 -0.03 -0.05
C -2.980488 0.737545 0.044279 0.10 0.00 0.03
C -3.271312 1.542373 -1.209848 -0.07 0.00 0.01
C -2.013962 2.194820 -1.734803 0.06 0.12 0.02
C -1.703897 3.526390 -1.511007 -0.02 -0.03 -0.01
C -0.493838 4.087150 -1.927678 -0.01 0.02 0.00
C 0.406798 3.261912 -2.593388 0.00 -0.01 -0.02
C 0.131602 1.919000 -2.838910 0.01 0.16 0.04
C 1.132154 0.985699 -3.480405 0.04 -0.02 -0.03
C 1.813086 0.116001 -2.439670 0.00 0.03 0.07
C 2.694532 0.733922 -1.554709 -0.03 0.02 -0.03
C 3.317196 0.048157 -0.523624 0.00 -0.03 0.02
C 3.043658 -1.311708 -0.400958 -0.02 -0.01 0.02
C 2.171185 -1.982216 -1.242799 -0.03 0.04 0.04
C 1.873455 -3.441283 -0.938962 0.06 -0.01 -0.05
C 1.070566 -3.567986 0.332521 0.04 -0.03 0.13
C 1.642501 -3.885735 1.554014 -0.01 0.00 -0.01
C 0.901008 -3.911526 2.737271 0.02 -0.02 0.02
C -0.454672 -3.611215 2.656573 -0.01 0.01 -0.04
C -1.064558 -3.287174 1.447507 0.07 -0.02 0.14
C -2.510413 -2.860939 1.357819 -0.06 0.00 -0.01
C -2.617802 -1.349648 1.261123 0.06 0.05 0.04
C -2.274980 -0.597757 2.382817 0.03 -0.03 -0.01
C -2.262437 0.788365 2.374733 0.00 0.02 0.02
C -2.629634 1.427654 1.193424 0.02 0.01 -0.01
C -1.828245 1.621126 3.578485 0.00 -0.02 -0.03
C -1.471743 0.749956 4.781734 0.01 -0.03 0.04
C -0.588073 2.437361 3.184779 0.02 0.03 -0.01
C -2.962845 2.571968 3.979713 -0.02 0.02 0.00
C -0.289276 -3.275695 0.297718 -0.15 0.05 -0.21
O -0.861958 -2.949768 -0.878233 0.17 -0.09 0.20
C 1.597156 -4.255477 4.054340 -0.01 0.00 -0.03
C 0.638856 -4.200595 5.243339 -0.02 0.00 0.03
C 2.182149 -5.671102 3.967098 0.02 -0.02 0.00
C 2.729533 -3.249715 4.306069 0.01 0.01 0.00
C 1.568647 -1.241394 -2.263651 -0.04 -0.04 0.01
O 0.636354 -1.884037 -3.117573 0.12 -0.06 -0.03
C 1.225289 -2.643943 -4.183264 0.01 0.10 0.02
C 4.235402 0.725489 0.490085 -0.03 0.00 -0.02
C 3.606400 0.591068 1.885173 0.00 -0.01 0.04
C 4.427959 2.210860 0.188375 0.00 0.03 -0.02
C 5.606656 0.037859 0.480804 0.01 -0.02 0.01
C -1.081329 1.406989 -2.403899 -0.07 -0.24 -0.06
O -1.363419 0.109166 -2.619822 0.10 0.22 0.08
C -0.204486 5.558084 -1.627467 -0.01 -0.03 0.01
C -0.239412 5.776637 -0.107920 0.00 0.00 0.02
C 1.167323 5.992156 -2.141068 0.04 0.01 -0.01
C -1.271725 6.436926 -2.292140 -0.03 0.02 -0.01
H -5.252182 -0.871980 -1.320020 -0.02 -0.01 0.00
H -4.961494 -2.340387 -0.345984 -0.03 0.01 0.00
H -4.709176 -2.384146 -2.108933 -0.02 0.00 0.01
H -3.998265 2.318058 -0.962901 -0.01 -0.01 0.00
H -3.715191 0.909247 -1.978985 0.03 0.00 -0.01
H -2.429473 4.143251 -0.991328 0.00 0.00 0.00
H 1.353923 3.660681 -2.934406 0.00 -0.01 0.00
H 1.895096 1.577193 -3.989362 0.00 -0.01 0.00
H 0.642914 0.366545 -4.233208 -0.02 0.00 0.01
H 2.864480 1.794654 -1.683848 0.00 0.00 0.00
H 3.496324 -1.878627 0.404411 0.00 0.00 0.01
H 2.820938 -3.969287 -0.817803 0.00 0.01 -0.01
H 1.337879 -3.915934 -1.759972 -0.03 0.00 0.02
H 2.701207 -4.120744 1.581866 0.00 0.00 0.00
H -1.067720 -3.622529 3.548858 0.00 0.00 0.01
H -3.034995 -3.187873 2.257176 -0.01 0.01 -0.01
H -2.989324 -3.340637 0.504600 0.03 -0.01 -0.01
H -1.983327 -1.138585 3.273271 0.00 0.00 0.00
H -2.615529 2.510490 1.143869 0.00 0.00 0.00
H -0.639469 0.077082 4.563386 0.00 0.01 -0.01
H -2.320685 0.150643 5.117118 -0.01 0.01 -0.01
H -1.169532 1.387321 5.613696 0.00 0.01 0.00
H 0.234955 1.778640 2.898902 -0.01 -0.01 0.01
H -0.258541 3.050265 4.026038 0.00 -0.01 0.01
H -0.791021 3.104018 2.344831 -0.01 0.00 0.00
H -3.865128 2.016601 4.242003 0.01 -0.01 0.00
H -3.214956 3.263977 3.175081 0.00 0.00 0.00
H -2.664554 3.165235 4.845834 0.01 0.00 0.00
H -0.173138 -4.923719 5.145919 0.01 -0.01 -0.01
H 0.202498 -3.206832 5.366421 0.01 0.00 0.00
H 1.182564 -4.437872 6.158819 0.00 0.00 0.00
H 1.397423 -6.405681 3.778215 -0.01 0.01 0.01
H 2.678341 -5.933891 4.903543 0.00 0.00 0.00
H 2.917872 -5.753671 3.165779 0.00 0.01 0.00
H 2.337867 -2.231843 4.366468 0.00 0.00 0.00
H 3.478497 -3.276270 3.512913 0.00 -0.01 0.00
H 3.235100 -3.478036 5.246449 0.00 0.00 0.00
H 1.970220 -3.330671 -3.785394 0.01 -0.01 -0.02
H 1.695991 -1.963940 -4.895102 0.00 -0.02 -0.01
H 0.424075 -3.202439 -4.661921 0.00 0.00 -0.01
H 2.631555 1.082385 1.922766 0.01 0.01 -0.02
H 4.252342 1.056861 2.632137 0.00 0.01 0.00
H 3.466149 -0.453279 2.169182 0.00 -0.01 -0.01
H 3.482404 2.756687 0.222662 0.00 -0.01 0.01
H 4.883756 2.372737 -0.790635 0.01 -0.02 0.00
H 5.088814 2.649371 0.937085 0.00 0.00 0.00
H 5.534021 -1.010875 0.772226 0.00 0.00 -0.01
H 6.276277 0.532026 1.186783 0.00 0.00 0.00
H 6.062820 0.081906 -0.509748 -0.01 0.02 0.00
H 0.509293 5.157241 0.390648 0.00 0.00 -0.01
H -1.215846 5.528957 0.311777 0.00 0.00 0.00
H -0.031797 6.821747 0.130124 0.00 0.00 -0.01
H 1.973682 5.420983 -1.675682 -0.01 0.00 0.01
H 1.328935 7.043956 -1.901158 0.00 0.00 0.00
H 1.249980 5.885156 -3.224430 -0.02 0.00 0.00
H -2.270970 6.209617 -1.918145 0.00 0.00 0.00
H -1.277609 6.293635 -3.374182 0.02 -0.01 0.00
H -1.072889 7.491068 -2.089109 0.00 0.00 0.01
C -4.167668 -1.506465 -5.254932 0.03 0.03 -0.08
C -2.710140 -1.691594 -5.039132 0.05 -0.06 0.06
C -1.751284 -1.173414 -6.053398 -0.04 -0.03 0.00
O -2.294415 -2.273988 -4.032967 -0.16 -0.05 -0.02
H -4.435714 -1.754840 -6.283025 0.00 0.00 0.01
H -4.374377 -0.438147 -5.131650 -0.02 -0.01 0.01
H -4.754111 -2.084069 -4.547640 -0.01 -0.01 0.00
H -2.186366 -0.377136 -6.652629 0.01 0.01 0.00
H -1.508371 -2.005134 -6.722966 0.01 0.01 -0.01
H -0.836745 -0.843411 -5.565714 0.02 0.01 0.01